DFT (wB97M-V/def2-TZVPD) results for a cluster of 9 separate species, C34H53B2N11OP in total.

Output
**Kohn-Sham gap**: 6.154 eV

Geometry as ORCA input:
```
! wB97M-V def2-TZVPD RIJCOSX def2/J DEFGRID3
* xyz -1 1
C -7.073 -2.525 0.494
N -7.224 -2.444 -0.957
C -5.962 -2.239 -1.667
B -8.058 -3.508 -1.552
O -8.775 -3.097 -2.695
B -8.170 -5.154 -1.050
N -8.899 -6.017 -2.121
P -6.429 -5.974 -0.723
N -5.253 -5.263 0.133
H -7.942 -3.017 0.934
H -7.023 -1.515 0.928
H -6.174 -3.070 0.792
H -5.145 -2.135 -0.950
H -5.985 -1.339 -2.290
H -5.694 -3.090 -2.306
H -9.702 -2.980 -2.487
H -8.795 -5.239 0.003
H -8.889 -7.010 -1.911
H -8.489 -5.912 -3.043
H -5.980 -6.367 -2.017
H -6.680 -7.268 -0.201
H -4.982 -5.930 0.855
N -3.333 -4.116 2.291
C -2.838 -4.278 3.550
C -2.311 -3.077 3.958
C -2.508 -2.157 2.889
C -3.143 -2.838 1.877
H -3.799 -4.811 1.726
H -2.900 -5.227 4.054
H -1.845 -2.882 4.911
H -2.231 -1.113 2.867
H -3.482 -2.525 0.905
N 0.830 -1.635 2.810
C 1.682 -1.592 3.873
C 2.906 -1.181 3.412
C 2.784 -0.968 2.011
C 1.487 -1.261 1.677
H -0.141 -1.909 2.849
H 1.350 -1.854 4.863
H 3.784 -1.042 4.023
H 3.548 -0.634 1.327
H 0.975 -1.233 0.731
N 1.462 0.566 -1.584
C 0.990 1.820 -1.849
C 2.058 2.677 -1.830
C 3.220 1.908 -1.544
C 2.816 0.608 -1.396
H 0.897 -0.262 -1.535
H -0.058 1.994 -2.027
H 2.021 3.739 -2.007
H 4.231 2.273 -1.455
H 3.376 -0.285 -1.178
N -7.536 -0.377 3.852
C -7.086 0.765 3.257
C -7.818 1.813 3.749
C -8.751 1.276 4.679
C -8.550 -0.079 4.718
H -7.180 -1.298 3.664
H -6.289 0.734 2.533
H -7.703 2.847 3.470
H -9.485 1.820 5.250
H -9.042 -0.851 5.284
N 1.336 6.464 -1.820
C 0.587 6.043 -2.881
C 0.377 7.112 -3.709
C 1.045 8.227 -3.128
C 1.627 7.794 -1.965
H 1.627 5.882 -1.054
H 0.264 5.019 -2.961
H -0.178 7.095 -4.632
H 1.097 9.229 -3.521
H 2.221 8.317 -1.234
N 5.180 5.768 -2.066
C 6.157 5.399 -2.949
C 7.160 4.797 -2.236
C 6.772 4.806 -0.868
C 5.544 5.410 -0.798
H 4.322 6.231 -2.315
H 6.054 5.589 -4.003
H 8.066 4.387 -2.651
H 7.328 4.410 -0.035
H 4.904 5.610 0.044
N 6.432 -1.654 2.875
C 7.413 -1.918 1.961
C 8.487 -2.436 2.635
C 8.135 -2.488 4.012
C 6.860 -2.000 4.125
H 5.528 -1.272 2.662
H 7.266 -1.717 0.914
H 9.419 -2.745 2.191
H 8.746 -2.846 4.824
H 6.225 -1.874 4.985
N 6.924 1.838 -4.789
C 7.878 1.444 -5.688
C 8.891 0.847 -4.986
C 8.530 0.881 -3.610
C 7.311 1.499 -3.524
H 6.067 2.307 -5.018
H 7.756 1.620 -6.743
H 9.789 0.430 -5.410
H 9.101 0.499 -2.780
H 6.690 1.733 -2.677
*
```

Here are the Mulliken charges for atoms 1 to 6, given in e: atom 1 (C): -1.096, atom 2 (N): 0.011, atom 3 (C): -0.637, atom 4 (B): -0.221, atom 5 (O): -0.629, atom 6 (B): 0.881